Entry 1:
C15H25BrN4O2P | ωB97M-V with the def2-TZVPD basis set

Output
Net charge: +1
HOMO-LUMO gap: 6.203 eV
Energy: -3870.6439 hartree
Highest occupied orbital energy: -0.4142 Eh
LUMO level: -5.1 eV

Element x y z (Å)
Br 4.154 -2.728 0.944
P -1.855 1.526 -0.465
O -1.852 -0.158 -4.254
O -3.251 -1.512 -2.716
N -1.130 1.972 2.874
N 0.753 0.826 3.909
N 1.963 -0.983 -0.084
N -0.842 -0.430 2.529
C 0.945 1.188 1.403
C -0.492 0.214 -0.790
C 0.873 0.079 0.168
C -1.761 2.761 -1.930
C 1.805 -1.921 -1.295
C -1.996 -0.819 -3.085
C -0.703 -0.822 -2.075
C -0.105 0.888 2.628
C -3.589 0.747 -0.273
C 3.121 -1.016 0.888
C 0.513 -1.899 -2.324
C -2.991 -2.749 -1.960
C 4.186 0.757 -0.952
C -3.060 -2.871 -0.455
C 4.244 0.186 0.583
H 2.639 -2.734 -1.558
H -1.536 -0.454 1.750
H -2.277 -3.554 0.098
H 4.792 0.044 -1.689
H 5.327 -0.285 0.746
H 3.117 1.032 -1.340
H -3.877 -2.340 0.204
H 2.779 -0.812 2.014
H -4.136 0.492 -1.276
H -0.605 2.984 -2.121
H 2.031 1.385 1.795
H -3.487 -0.187 0.455
H -0.959 2.835 2.314
H 4.157 1.029 1.419
H 0.651 1.751 4.391
H -4.285 1.545 0.279
H -2.204 2.325 -2.929
H -2.719 -3.759 -2.532
H 0.402 -2.644 -3.246
H -2.054 1.551 2.633
H 0.590 2.216 0.911
H 0.386 0.034 4.481
H 4.806 1.777 -0.949
H -0.201 -1.253 2.530
H -2.268 3.787 -1.649

***

Entry 2:
C15H25BrNO2 | ωB97M-V with the def2-TZVPD basis set

Output
Net charge: +1
Energy above the lowest of the compared OMol25 structures with the same formula, charge and spin: 328.8 kcal per mole
HOMO-LUMO gap: 9.413 eV
Energy: -3365.0656 hartree
Highest occupied orbital energy: -0.4342 Eh
LUMO level: -2.4 eV

Element x y z (Å)
Br -0.381 0.949 1.048
O -0.415 -2.768 -1.291
O 0.521 0.004 -1.770
N 0.306 -2.431 1.245
C -0.210 -3.875 -0.627
C -1.301 3.202 -0.540
C 1.387 -1.831 2.352
C -0.941 3.187 -3.099
C 0.220 -0.935 -2.700
C -1.447 3.788 -1.679
C -0.640 1.871 -0.683
C 2.008 -2.238 4.707
C -0.417 2.071 -2.786
C -1.918 5.297 -1.657
C 0.746 -3.491 0.725
C 2.639 -1.339 1.719
C 1.654 -2.728 3.571
C 0.667 -2.282 -2.287
C -0.276 1.333 -1.804
H 1.460 -1.404 5.090
H -1.114 -4.083 -0.149
H 2.189 -2.925 5.330
H 0.075 -1.728 0.693
H -0.784 -0.780 -3.179
H -1.566 3.625 0.315
H -2.137 5.511 -2.974
H 1.086 -0.658 -3.450
H -1.125 5.995 -1.303
H -0.440 -2.548 1.750
H 0.822 -0.846 2.941
H 0.409 -4.574 -1.267
H 3.197 -2.050 1.438
H 2.075 -3.699 3.274
H -2.897 5.263 -1.182
H 2.291 -0.843 0.740
H 0.543 -3.379 3.833
H 0.712 -4.491 1.322
H -0.114 1.470 -3.890
H 3.038 -1.701 4.454
H -1.321 3.665 -3.853
H 1.511 -2.378 -1.651
H 0.777 -2.968 -2.950
H 3.197 -0.797 2.397
H 1.863 -3.382 0.120

***

Entry 3:
C15H25Cl2IN6O5P2 | ωB97M-V with the def2-TZVPD basis set

Output
HOMO-LUMO gap: 8.718 eV
Energy: -3192.0797 hartree
Highest occupied orbital energy: -0.3100 Eh
LUMO level: 0.3 eV

Element x y z (Å)
I -2.562 -2.284 3.215
Cl 1.652 0.472 -0.757
Cl 0.986 -2.147 0.324
P -2.795 -0.513 1.495
P -0.899 1.372 2.303
O -4.404 -0.500 1.112
O -0.288 0.790 0.891
O -0.951 3.222 2.276
O -0.232 0.872 3.506
O -2.499 0.943 2.301
N -2.248 -4.317 5.605
N 5.898 -7.005 -0.713
N 4.849 -3.288 1.297
N -1.759 4.788 1.844
N -3.768 7.335 -2.719
N -2.025 4.509 -7.103
C 4.247 -4.230 -1.050
C 1.377 -0.910 1.608
C -3.651 6.392 -3.348
C -1.590 -5.223 5.405
C -2.662 6.588 0.179
C 1.094 0.512 0.970
C 2.835 -1.047 2.043
C -2.156 5.591 1.129
C -0.741 -6.387 5.147
C -2.914 6.295 -8.774
C 5.337 -7.892 1.667
C 5.652 -7.396 0.328
C -3.501 5.182 -4.159
C -2.414 5.291 -7.833
C 4.585 -3.701 0.269
H 0.693 -1.083 2.442
H 6.254 -8.019 2.239
H -3.351 7.261 0.686
H -2.083 6.871 -9.175
H 2.990 -2.112 2.256
H -1.347 -7.212 4.780
H 3.200 -4.029 -1.271
H -3.437 5.805 -9.593
H 4.418 -5.304 -1.070
H -1.834 7.165 -0.226
H -4.240 4.442 -3.859
H 4.867 -3.757 -1.810
H -0.512 3.548 3.085
H 4.827 -8.851 1.595
H 3.552 -0.783 1.258
H -3.601 6.968 -8.265
H -0.243 -6.691 6.066
H 3.055 -0.514 2.977
H -4.738 -1.400 1.220
H 1.663 1.292 1.494
H -3.642 5.421 -5.209
H -2.505 4.766 -4.023
H -3.184 6.098 -0.637
H 4.692 -7.182 2.181
H 0.010 -6.136 4.400

***

Entry 4:
C15H25FNO6 | ωB97M-V with the def2-TZVPD basis set

Output
Net charge: +1
HOMO-LUMO gap: 9.287 eV
Energy: -1192.3874 hartree
Highest occupied orbital energy: -0.4871 Eh
LUMO level: -4.0 eV

Element x y z (Å)
F 0.088 -6.090 3.224
O -3.430 1.567 -2.487
O 1.785 4.222 -3.184
O 2.356 4.726 -1.075
O 1.184 -4.173 2.732
O 1.500 -3.361 4.783
O 2.011 -2.094 2.997
N 0.743 1.690 -2.943
C -2.992 1.908 -0.083
C -0.625 1.028 0.417
C 0.761 0.208 -3.022
C 1.605 -3.104 3.464
C 0.896 -0.060 -1.514
C 1.104 -5.288 3.612
C -0.232 0.913 -1.055
C 2.141 -1.615 -0.014
C 0.952 -1.483 -0.978
C -2.128 0.800 0.566
C -3.944 1.410 -1.159
C 0.245 2.114 -1.834
C 1.518 4.200 -1.979
C 0.835 -4.623 4.943
C 0.221 3.557 -1.464
H 1.995 4.725 -0.184
H 2.039 -5.848 3.565
H 3.066 -1.620 -0.584
H 2.177 -0.745 0.632
H 2.070 -2.507 0.583
H -2.393 2.735 -0.467
H -2.390 -0.150 0.111
H 0.049 -1.723 -0.425
H -3.609 2.336 0.700
H 0.204 3.614 -0.381
H -2.383 0.737 1.618
H -4.886 1.950 -1.126
H 1.638 -0.100 -3.575
H 1.812 0.454 -1.222
H -0.341 1.979 0.853
H -4.182 0.360 -1.016
H -1.114 0.610 -1.633
H 1.138 2.258 -3.685
H -2.664 2.133 -2.444
H 1.123 -2.165 -1.803
H 1.240 -5.169 5.789
H -0.232 -4.455 5.096
H -0.184 -0.151 -3.412
H -0.633 4.079 -1.878
H -0.135 0.211 0.940

***

Entry 5:
C15H25GaNO3 | ωB97M-V with the def2-TZVPD basis set

Output
Net charge: -1
HOMO-LUMO gap: 7.265 eV
Energy: -2791.4034 hartree
Highest occupied orbital energy: -0.1664 Eh
LUMO level: 2.7 eV

Element x y z (Å)
Ga 2.395 -0.275 1.574
O -2.542 0.754 0.582
O 3.911 -2.935 2.184
O -5.879 0.381 -3.356
N -0.675 -0.154 -0.712
C -0.986 1.293 -3.085
C 0.302 3.878 -3.396
C 0.752 0.672 2.410
C -0.656 2.651 -4.004
C -4.932 0.384 -1.164
C 4.520 -4.497 3.884
C 0.615 2.307 -1.016
C -0.367 1.081 -1.547
C -0.670 -0.084 2.106
C -5.630 1.021 -2.336
C 4.629 -3.877 2.517
C -6.010 2.472 -2.212
C 5.649 -4.454 1.572
C 0.941 3.673 -1.892
C -1.304 0.194 0.620
H 0.627 1.800 2.119
H 1.118 2.226 0.038
H -0.493 -1.240 2.293
H 0.934 0.663 3.590
H 5.423 -5.506 1.379
H 4.244 -5.550 3.794
H 0.540 4.864 -3.981
H 1.641 4.505 -1.401
H -1.446 0.313 2.920
H 5.615 -3.908 0.624
H -1.680 0.479 -3.614
H 6.650 -4.352 1.999
H -1.445 -0.644 -1.251
H -6.702 2.604 -1.376
H 3.118 0.548 0.409
H -5.576 0.423 -0.282
H -4.718 -0.665 -1.395
H 5.471 -4.397 4.414
H -1.062 2.820 -5.090
H -5.114 3.080 -2.063
H -3.988 0.899 -0.969
H 3.493 -0.496 2.757
H -6.506 2.797 -3.132
H 3.744 -3.979 4.457
H 2.048 -1.771 1.034

***

Entry 6:
C15H25LiN3O5PSe4 | ωB97M-V with the def2-TZVPD basis set

Output
Net charge: -2
Energy above the lowest of the compared OMol25 structures with the same formula, charge and spin: 8.1 kcal per mole
HOMO-LUMO gap: 5.397 eV
Energy: -11081.9908 hartree
Highest occupied orbital energy: -0.0320 Eh
LUMO level: 4.5 eV

Element x y z (Å)
Se -3.864 -2.114 3.320
Se -2.600 0.889 1.373
Se -2.316 -3.822 3.578
Se -2.820 -0.008 3.513
P 0.214 0.249 -2.067
O -1.348 0.688 -2.088
O 0.289 -0.994 -1.224
O 1.998 1.640 3.875
O 0.695 1.507 -1.166
O 0.828 0.265 -3.423
N 0.035 -1.479 1.760
N 2.252 0.194 5.603
N -2.824 -2.505 0.228
C -2.275 0.306 -3.117
C 2.072 1.862 -0.977
C -3.646 0.539 -2.499
C -2.108 -1.163 -3.498
C 1.485 -0.657 3.472
C 2.575 2.605 -2.212
C 1.540 -2.964 2.876
C 2.068 2.779 0.239
C 0.508 -0.478 2.501
C 2.925 0.627 -0.701
C 1.904 0.507 4.299
C 2.004 -1.932 3.665
C -2.063 1.208 -4.330
C -2.085 -3.413 0.121
C 0.548 -2.692 1.944
Li -1.073 -0.859 0.164
H 2.329 1.007 6.194
H -3.712 1.557 -2.115
H -1.133 -1.334 -3.955
H 1.356 3.591 0.081
H 0.128 -3.479 1.331
H 2.775 -2.104 4.407
H 1.769 -0.588 6.016
H -2.891 -1.445 -4.207
H -4.430 0.382 -3.245
H 2.483 1.968 -3.091
H -2.192 -1.795 -2.613
H 3.063 3.203 0.396
H -3.372 -2.030 0.971
H -3.807 -0.140 -1.661
H 1.915 -3.971 2.988
H 2.519 0.071 0.145
H 3.949 0.936 -0.470
H -1.042 1.095 -4.694
H -2.223 2.250 -4.046
H 0.055 0.494 2.332
H 1.772 2.236 1.137
H 2.943 -0.037 -1.566
H -2.769 0.946 -5.123
H 1.974 3.503 -2.370
H 3.619 2.899 -2.071

***

Entry 7:
C15H25N3O2S4Ta | ωB97M-V with the def2-TZVPD basis set

Output
Net charge: +1
Energy above the lowest of the compared OMol25 structures with the same formula, charge and spin: 29.2 kcal per mole
HOMO-LUMO gap: 6.820 eV
Energy: -2551.0066 hartree
Highest occupied orbital energy: -0.4036 Eh
LUMO level: -4.2 eV

Element x y z (Å)
Ta 0.107 0.605 -0.767
S 2.483 2.977 -2.105
S 0.686 2.625 0.467
S 1.363 4.108 -0.814
S 1.011 1.704 -2.797
O -0.945 -0.370 -2.082
O -2.938 -1.046 -2.859
N -1.149 0.570 1.053
N -1.849 1.894 -1.288
N -1.553 1.575 3.251
C -2.614 1.274 -2.372
C 0.291 -2.054 -0.018
C -2.238 -0.174 -2.453
C -1.337 1.053 2.097
C 0.699 -2.358 -1.310
C -2.088 2.944 3.340
C 3.364 0.043 -0.290
C -1.119 0.937 4.497
C 1.759 -1.496 -1.639
C 1.141 -1.016 0.519
C 2.493 -1.443 -2.931
C -0.891 -2.665 0.658
C -0.017 -3.289 -2.222
C 1.447 -0.810 1.977
C 2.053 -0.657 -0.522
H 2.229 -1.504 2.290
H -1.520 2.826 -1.524
H 3.563 -1.322 -2.763
H -0.950 -2.820 -2.556
H -1.815 -2.417 0.127
H -0.346 1.544 4.967
H 4.115 -0.678 0.047
H 2.335 -2.353 -3.508
H -2.942 2.948 4.014
H 0.567 -3.535 -3.105
H 3.734 0.513 -1.199
H 3.282 0.820 0.469
H -2.392 3.285 2.354
H -1.974 0.855 5.167
H 2.160 -0.596 -3.537
H -2.318 1.719 -3.324
H -0.727 -0.055 4.293
H -3.691 1.375 -2.261
H -1.313 3.610 3.718
H 1.789 0.203 2.189
H -0.284 -4.217 -1.714
H -0.807 -3.753 0.650
H -2.435 1.975 -0.466
H -0.989 -2.340 1.692
H 0.569 -1.016 2.592

***

Entry 8:
C15H25N3O2S4Ta | ωB97M-V with the def2-TZVPD basis set

Output
Net charge: +1
Energy above the lowest of the compared OMol25 structures with the same formula, charge and spin: 34.0 kcal per mole
HOMO-LUMO gap: 6.812 eV
Energy: -2550.9989 hartree
Highest occupied orbital energy: -0.4014 Eh
LUMO level: -4.1 eV

Element x y z (Å)
Ta 0.116 -0.071 0.057
S 1.501 3.404 0.124
S 2.576 2.277 -1.202
S 0.763 1.906 1.348
S 1.062 1.071 -1.916
O -0.890 -1.034 -1.284
O -2.821 -1.862 -2.078
N -1.142 -0.138 1.877
N -1.511 0.924 4.057
N -1.968 1.141 -0.461
C -2.194 -0.941 -1.668
C 2.500 -2.150 -2.138
C -0.931 -3.462 1.367
C -2.678 0.483 -1.566
C 0.711 -3.127 -0.552
C 1.068 -1.768 1.290
C 0.258 -2.830 0.728
C -1.317 0.368 2.913
C -1.013 0.334 5.304
C 2.006 -1.387 0.269
C 1.758 -2.239 -0.854
C -2.076 2.280 4.124
C 1.357 -1.610 2.758
C 3.328 -0.715 0.537
C 0.043 -4.082 -1.481
H -0.843 -4.549 1.335
H -1.845 -3.207 0.822
H 3.249 0.049 1.308
H -1.304 2.977 4.448
H -2.549 1.136 0.369
H 3.566 -2.006 -1.963
H 4.058 -1.458 0.872
H -2.433 2.580 3.144
H 0.469 -1.818 3.356
H 2.126 -2.325 3.060
H -1.747 2.109 -0.672
H -0.899 -3.650 -1.837
H 2.363 -3.047 -2.739
H -0.245 0.980 5.730
H 0.657 -4.307 -2.350
H -3.760 0.503 -1.461
H 1.716 -0.609 3.002
H -0.197 -5.020 -0.980
H -1.841 0.242 6.005
H -2.901 2.286 4.834
H -0.593 -0.647 5.111
H 2.150 -1.293 -2.722
H -1.052 -3.159 2.406
H -2.410 0.968 -2.506
H 3.719 -0.234 -0.356

***

Entry 9:
C15H25N5OS | ωB97M-V with the def2-TZVPD basis set

Output
Energy above the lowest of the compared OMol25 structures with the same formula, charge and spin: 388.7 kcal per mole
HOMO-LUMO gap: 8.467 eV
Energy: -1333.1543 hartree
Highest occupied orbital energy: -0.2923 Eh
LUMO level: 0.5 eV

Element x y z (Å)
S -1.133 1.181 0.554
O -3.650 -1.445 0.183
N 1.864 2.553 -0.932
N 0.203 1.313 -1.678
N -1.680 -2.007 -0.357
N 0.925 2.375 0.067
N 1.278 1.996 -2.174
C -0.160 1.719 -0.500
C -1.521 -4.491 -1.157
C 2.349 1.711 1.990
C -1.949 -3.399 -0.173
C -2.667 -1.077 0.007
C -0.491 -1.669 -1.123
C 0.738 -1.726 0.154
C -1.232 -3.822 1.558
C 0.011 -2.722 -2.065
C 3.719 2.594 2.220
C -2.324 0.340 -0.635
C -0.197 -4.135 -1.619
C 2.219 4.100 1.390
C 1.386 2.827 1.422
C 3.732 3.682 1.489
H 0.607 -4.510 -0.544
H -1.710 -4.703 1.584
H 2.117 4.663 0.504
H 2.006 1.163 2.785
H 1.543 -1.116 -0.354
H 4.435 2.011 2.581
H 0.298 -1.275 0.932
H -3.140 0.727 -0.456
H 1.858 4.818 2.024
H -1.698 -2.964 2.083
H 1.135 -2.808 0.313
H 0.186 -4.914 -2.422
H 4.101 3.360 0.678
H 4.330 4.534 1.711
H -0.275 -3.884 1.330
H -3.173 -3.587 0.004
H -2.309 -4.359 -1.875
H 0.500 2.743 1.771
H -2.016 0.441 -1.553
H 1.225 -2.726 -2.392
H -0.532 -0.824 -1.444
H 2.535 1.131 1.308
H 3.395 3.096 3.595
H -0.609 -2.608 -3.118
H -1.511 -5.451 -0.702

***

Entry 10:
C15H25N6 | ωB97M-V with the def2-TZVPD basis set

Output
Net charge: +1
Energy above the lowest of the compared OMol25 structures with the same formula, charge and spin: 0.0 kcal per mole
HOMO-LUMO gap: 9.408 eV
Energy: -914.8751 hartree
Highest occupied orbital energy: -0.4298 Eh
LUMO level: -2.3 eV

Element x y z (Å)
N 1.326 -1.964 -0.793
N -1.404 0.187 -0.857
N -4.549 -1.923 1.171
N -0.668 -1.869 -1.757
N 0.708 -0.803 -0.367
N 3.709 -1.541 -0.428
C 2.641 -2.510 -0.395
C 4.420 -1.401 0.859
C 1.293 0.137 0.597
C -2.710 0.122 -1.516
C -0.062 3.691 0.629
C 0.981 1.575 0.259
C -3.378 -1.540 0.383
C 0.529 4.198 -0.509
C 0.450 -2.543 -1.616
C 0.146 2.376 1.039
C -0.505 -0.776 -0.980
C 1.583 2.093 -0.885
C -0.572 1.914 2.282
C 1.360 3.392 -1.276
C -3.823 -0.592 -0.726
H -0.460 2.644 3.081
H 1.836 3.783 -2.164
H 4.889 -2.336 1.179
H -1.198 0.988 -0.286
H 3.725 -1.111 1.646
H 4.399 -1.867 -1.092
H -4.513 0.138 -0.301
H 0.672 -3.480 -2.104
H 0.353 5.225 -0.801
H 2.550 -3.002 0.577
H 2.239 1.469 -1.483
H -2.573 -0.327 -2.496
H -0.704 4.322 1.231
H -4.840 -1.152 1.759
H -4.407 -1.182 -1.431
H -1.645 1.819 2.091
H 2.362 -0.002 0.550
H 0.963 -0.127 1.601
H 2.797 -3.288 -1.142
H 5.175 -0.627 0.765
H -2.585 -1.087 0.994
H -4.326 -2.694 1.787
H -0.235 0.953 2.664
H -2.954 -2.445 -0.057
H -2.996 1.159 -1.686